Computed, not measured: a cluster of 2 separate species, C4H9NO3 in total at a distorted geometry, with ωB97M-V/def2-TZVPD.

Orbital gap = 9.965 eV
Total charge = 0
Energy relative to the best compared isomer or geometry (same formula, charge and spin) = 152.5 kcal/mol
Molecular weight = 119.12 g/mol
LUMO = 0.1193 eV
SMILES string = C=C[C@@H](C)O.O=NO
Highest occupied orbital energy = -9.846 eV

Bonds (Å) are listed after each position.
Positions of all 17 atoms, in Å:
1 H 0.1677 -1.1604 0.9415  C8 1.127
2 H 2.0033 1.0856 -0.0479  C14 1.104
3 N 1.9726 -1.5856 -1.1551  O10 1.377, O16 1.211
4 O -0.3581 1.2515 -1.3204  C11 1.433, H17 0.952
5 C -1.2321 -1.3564 -0.6279  H7 1.142, C8 1.269, H9 1.129
6 H 0.6048 -2.6692 -1.7904  O10 1.166
7 H -1.8398 -0.8745 -1.4667  C5 1.142
8 C -0.3690 -0.7221 0.0527  H1 1.127, C5 1.269, C11 1.451
9 H -1.7445 -2.3487 -0.4640  C5 1.129
10 O 1.6975 -2.9016 -1.4549  N3 1.377, H6 1.166
11 C -0.2517 0.7234 0.0070  O4 1.433, C8 1.451, H13 1.135, C14 1.504
12 H 1.3803 0.4757 1.4092  C14 1.170
13 H -1.1599 1.1802 0.5113  C11 1.135
14 C 1.0737 1.1944 0.5383  H2 1.104, C11 1.504, H12 1.170, H15 1.012
15 H 1.0089 2.1639 0.8228  C14 1.012
16 O 3.0916 -1.2450 -0.8425  N3 1.211
17 H 0.5340 1.3537 -1.6378  O4 0.952